(1)
Here is a molecular structure, C10H18Cl2FeN2S in a non-equilibrium geometry from the OMol25 dataset. Energies are from ωB97M-V with the def2-TZVPD basis set.

Geometry as XYZ:
```
34
Properties=species:S:1:pos:R:3:forces:R:3
Fe -0.3549 0.3043 -0.4764 1.12 1.07 1.33
Cl 0.2529 1.7086 -2.0167 0.86 1.83 -1.74
Cl -1.9609 -0.6306 0.7488 -1.74 -0.54 1.91
C -0.7332 -0.9679 -1.7798 -0.56 -3.02 -2.61
H -1.5237 -1.6737 -1.5083 0.06 0.15 -0.47
H -0.8027 -0.5859 -2.8026 -0.08 -0.39 0.07
C 1.1789 -1.0572 -0.2364 0.50 1.59 1.63
C 0.6794 -1.6222 -1.4816 -1.08 -1.31 -1.89
H 0.6104 -1.3786 0.6579 0.39 -0.33 -0.38
C 1.6054 -1.4915 -2.7153 -0.05 0.17 0.51
H 0.5164 -2.7025 -1.3070 -0.05 -0.12 -0.33
C 3.0557 -1.8249 -2.3790 -0.05 0.03 0.08
H 1.2291 -2.1570 -3.5029 0.00 0.11 0.12
H 1.5473 -0.4643 -3.1010 0.01 -0.15 0.14
C 3.5663 -0.9746 -1.2133 -0.27 0.24 0.06
H 3.1432 -2.8874 -2.1237 -0.03 -0.05 0.07
H 3.6831 -1.6661 -3.2604 0.10 -0.01 -0.02
C 2.6515 -1.0590 0.0252 0.52 -0.46 0.10
H 4.5823 -1.2893 -0.9434 -0.08 0.07 0.03
H 3.6345 0.0690 -1.5418 -0.08 -0.03 -0.02
H 2.8552 -2.0259 0.5102 0.37 -0.10 0.10
H 2.9334 -0.2925 0.7560 0.02 -0.02 -0.07
S -0.1104 2.1750 0.9841 -0.82 1.78 1.53
C -1.5937 2.3581 1.7993 0.56 -0.73 -0.40
N -2.8391 2.3189 1.2719 0.17 0.31 0.09
C -3.8201 1.8778 2.2586 -0.29 -0.13 -0.42
C -3.0480 1.9691 3.5774 0.11 0.08 0.37
N -1.7221 2.3799 3.1406 -0.04 0.16 0.33
H -2.9827 2.1432 0.2889 0.32 -0.25 0.16
H -4.1328 0.8454 2.0453 0.15 0.24 0.00
H -4.6989 2.5284 2.2523 0.06 -0.05 0.01
H -3.0020 0.9998 4.0896 -0.05 0.18 -0.09
H -3.4889 2.7110 4.2476 0.02 -0.06 0.05
H -0.9108 2.3629 3.7359 -0.07 -0.24 -0.25
```
Forces are in eV/Å.

Molar mass in g mol⁻¹: 325.09
2S+1: 6
Total charge: -1
Energy above the lowest of the compared OMol25 structures with the same formula, charge and spin in eV: 0.2976
Electronic energy in eV: -83910.5064
HOMO energy (alpha / beta) in eV: -2.03 / -3.61
HOMO-LUMO gap (alpha / beta) in hartree: 0.177 / 0.235
LUMO (alpha / beta) in eV: 2.80 / 2.78



(2)
Here is C10H18N2 in the gas phase in a non-equilibrium geometry from the OMol25 dataset. Energies are from ωB97M-V with the def2-TZVPD basis set.

Geometry as XYZ:
```
30
Properties=species:S:1:pos:R:3:forces:R:3
N 0.2530 0.0598 3.5645 -0.25 0.89 -0.60
N -0.0591 0.7647 2.3555 0.34 0.86 0.84
C 0.5868 0.3622 1.1270 -1.36 -1.23 0.22
C 0.4000 1.3570 -0.0093 -0.87 0.35 -0.37
C 1.3469 0.9389 -1.1670 0.07 -0.11 0.87
C 0.9259 -0.4417 -1.6732 -0.37 0.37 0.06
C -0.5210 -0.3238 -2.1718 -0.20 0.59 0.16
C -1.4805 0.0380 -1.0037 1.10 -0.30 -0.63
C -1.1135 1.4227 -0.4786 1.05 -0.42 -0.13
C -1.3562 -0.9999 0.1017 -0.42 0.83 1.24
C 0.0842 -1.0175 0.6315 0.76 -0.05 -0.21
C 0.9877 -1.4514 -0.5307 -0.38 -0.47 -0.13
H 1.1889 0.3043 3.8959 -0.48 -0.06 -0.37
H 0.1614 -0.9326 3.4597 0.17 -0.59 -0.10
H -1.0511 0.8973 2.2556 -0.12 -0.16 0.31
H 1.6202 0.2641 1.4069 0.79 0.00 -0.21
H 0.6605 2.3340 0.3582 0.30 0.53 0.14
H 1.3279 1.6417 -1.9954 -0.03 0.27 -0.01
H 2.3690 0.9339 -0.7303 -0.38 -0.07 -0.45
H 1.5650 -0.7657 -2.4943 0.11 0.00 -0.05
H -0.6225 0.4675 -2.9390 0.21 -0.30 0.19
H -0.8103 -1.2538 -2.6397 -0.25 -0.40 -0.12
H -2.4735 0.0392 -1.3869 -0.99 0.03 -0.31
H -1.8141 1.6731 0.3279 0.33 0.27 0.00
H -1.2076 2.1754 -1.2878 0.00 -0.29 0.47
H -1.6443 -1.9900 -0.2389 0.02 -0.20 -0.15
H -2.0820 -0.7378 0.9191 0.57 -0.22 -0.51
H 0.1820 -1.7606 1.4340 -0.05 0.12 -0.03
H 2.0369 -1.5977 -0.2404 -0.26 -0.11 0.15
H 0.5395 -2.4013 -0.8505 0.58 -0.12 -0.28
```
Forces are in eV/Å.

Molar mass in g mol⁻¹: 166.27
2S+1: 1
Energy above the lowest of the compared OMol25 structures with the same formula, charge and spin in eV: 0.0000
Electronic energy in eV: -13642.1140
HOMO energy in eV: -8.48
HOMO-LUMO gap in hartree: 0.344
LUMO in eV: 0.87



(3)
Here is C10H18N2O3 in the gas phase in a non-equilibrium geometry from the OMol25 dataset. Energies are from ωB97M-V with the def2-TZVPD basis set.

Geometry as XYZ:
```
33
Properties=species:S:1:pos:R:3:forces:R:3
C -2.3465 1.2128 0.0930 -0.68 0.07 0.18
C -1.9668 -0.0734 -0.6807 1.18 2.32 -1.05
C -3.2235 -0.7220 -1.2454 2.02 -2.09 -1.17
C -1.1135 -1.0425 0.1337 -1.21 -2.33 0.77
N -1.9586 -2.0154 0.7709 -0.22 -1.04 -1.28
C -0.3020 -0.3964 1.1502 0.14 3.22 3.02
O -0.6581 -0.0766 2.3128 0.38 -1.10 -2.53
N 0.7940 0.2077 0.6229 0.22 -3.02 -2.53
C 1.1719 1.4542 1.0498 0.84 2.72 2.64
C 2.4044 1.8219 0.2507 1.81 1.67 -1.29
C 2.2306 1.0125 -1.0879 -2.29 -0.50 2.46
C 1.6401 -0.3266 -0.4553 3.00 1.69 1.16
C 2.8356 -1.2278 0.1136 -1.77 0.44 -0.20
O 2.8357 -1.6674 1.2282 0.41 0.04 -0.09
O 3.7271 -1.5891 -0.8434 -0.63 0.50 0.33
H -1.4983 1.9147 0.1254 -0.50 -0.09 -0.11
H -2.5299 0.9182 1.1226 -0.30 0.28 0.27
H -3.2864 1.7220 -0.3022 1.35 -0.65 0.29
H -1.2339 0.3409 -1.4362 -1.04 -0.80 -0.02
H -3.7073 -0.0429 -1.9720 0.28 -0.72 0.15
H -2.8708 -1.8126 -1.6292 -1.38 2.62 0.37
H -3.8660 -0.8886 -0.4054 -0.73 -0.19 0.24
H -0.3942 -1.5896 -0.4734 -0.50 -0.15 -0.55
H -1.4199 -2.6440 1.3259 -0.11 -0.22 0.72
H -2.7549 -1.6250 1.2204 -0.18 0.15 0.75
H 0.3366 2.2102 1.0381 0.64 -0.56 -0.66
H 1.3381 1.3848 2.1250 0.57 0.29 0.17
H 3.4024 1.4889 0.6672 -1.28 0.18 0.12
H 2.5368 2.9749 0.1292 -0.43 -2.07 -0.02
H 3.0282 0.9430 -1.7581 1.57 -0.40 -0.55
H 1.4059 1.3976 -1.6484 -0.63 0.58 -0.43
H 1.1941 -0.9913 -1.1274 -1.02 -0.54 -1.20
H 4.2491 -2.2730 -0.4144 0.49 -0.29 0.03
```
Forces are in eV/Å.

Molar mass in g mol⁻¹: 214.26
2S+1: 1
Energy above the lowest of the compared OMol25 structures with the same formula, charge and spin in eV: 2.1378
Electronic energy in eV: -19783.7498
HOMO energy in eV: -8.85
HOMO-LUMO gap in hartree: 0.344
LUMO in eV: 0.51



(4)
Here is C10H18N2O5 in the gas phase in a non-equilibrium geometry from the OMol25 dataset. Energies are from ωB97M-V with the def2-TZVPD basis set.

Geometry as XYZ:
```
35
Properties=species:S:1:pos:R:3:forces:R:3
C 3.2432 -1.9107 0.4526 -1.38 -0.70 -0.61
C 2.9964 -1.0299 -0.7879 0.18 0.17 0.34
C 3.9957 0.1241 -0.8349 0.52 0.27 -0.59
C 1.5372 -0.5637 -0.8928 -0.46 -0.95 0.26
C 1.0729 0.3911 0.2250 0.30 0.33 0.05
N -0.1651 -0.0041 0.8494 -0.47 -0.17 1.14
C -1.3314 0.0941 0.1740 0.10 0.07 -0.03
O -1.3808 0.4265 -0.9983 -0.13 -0.05 0.01
C -2.5851 -0.2389 0.9915 -0.03 -0.14 -0.14
N -2.3786 0.1328 2.3877 -0.21 0.22 0.07
C -3.8021 0.3869 0.3156 -0.05 0.37 -0.24
C -4.1090 -0.3136 -0.9968 0.13 0.21 0.08
O -3.9729 -1.4947 -1.1865 -0.05 0.17 0.04
O -4.6084 0.5294 -1.9194 -0.05 -0.44 -0.43
C 1.0189 1.8457 -0.2636 0.30 -0.43 -0.44
O 1.6439 2.2738 -1.2010 -0.28 -0.07 0.39
O 0.2599 2.6295 0.5215 0.02 -0.09 0.00
H 4.2330 -2.3266 0.4675 0.59 -0.10 -0.06
H 3.0925 -1.3795 1.3877 -0.04 0.19 0.14
H 2.5261 -2.7776 0.4357 0.60 0.73 0.11
H 3.1870 -1.6291 -1.6770 -0.06 -0.24 -0.06
H 5.0364 -0.2763 -0.8762 -0.69 0.35 0.11
H 3.8430 0.7983 -1.7059 0.04 -0.59 0.41
H 3.9025 0.7729 0.0358 0.11 -0.03 0.21
H 0.8670 -1.4676 -0.8561 0.61 0.82 0.00
H 1.3762 -0.1054 -1.8627 -0.04 0.17 -0.05
H 1.8103 0.4367 1.0440 -0.06 -0.17 -0.28
H -0.2644 -0.0690 1.8758 0.22 0.04 -1.00
H -2.7182 -1.3268 0.9375 0.14 0.13 0.06
H -3.0885 -0.2991 2.9696 0.10 0.08 0.00
H -2.4623 1.1455 2.4997 0.03 -0.32 0.01
H -3.6532 1.4719 0.1610 -0.11 -0.54 -0.06
H -4.6910 0.2578 0.9444 0.14 -0.02 0.02
H -4.7632 -0.0035 -2.7295 0.08 0.32 0.51
H 0.3319 3.4988 0.1124 -0.10 0.39 0.02
```
Forces are in eV/Å.

Molar mass in g mol⁻¹: 246.26
2S+1: 1
Energy above the lowest of the compared OMol25 structures with the same formula, charge and spin in eV: 0.1787
Electronic energy in eV: -23881.6119
HOMO energy in eV: -9.70
HOMO-LUMO gap in hartree: 0.377
LUMO in eV: 0.56



(5)
Here is 2 unconnected molecules or ions with the total composition C10H18N2Si in a non-equilibrium geometry from the OMol25 dataset. Energies are from ωB97M-V with the def2-TZVPD basis set.

Geometry as XYZ:
```
31
Properties=species:S:1:pos:R:3:forces:R:3
C -3.2181 0.2193 -0.7489 -0.43 0.11 -2.29
C -2.1870 0.3999 -1.6793 -0.79 -0.62 2.42
C -2.8984 0.2525 0.5820 -1.36 0.65 2.09
C -0.7741 0.7992 0.0990 -1.76 -0.31 0.58
C 1.1659 2.8321 -1.3136 0.05 0.17 1.13
C 2.7916 0.8481 -1.0897 1.41 0.62 -0.18
C -0.5093 -2.2430 2.3969 0.98 2.22 0.35
C 0.2272 -2.8817 -0.0876 0.14 1.79 2.04
C 2.0001 1.9793 -0.3590 -1.43 -3.01 -1.12
C 0.4944 -2.2962 1.3099 1.45 -1.10 -0.36
N -0.9994 0.5960 -1.2108 2.41 0.64 -0.88
N -1.6897 0.6280 1.0793 -1.90 -0.91 -1.51
Si 0.7415 1.2570 0.8825 2.93 0.16 0.72
H -4.1703 0.1065 -1.2858 -0.13 -0.26 1.38
H -2.3844 0.2831 -2.7184 0.24 0.09 -0.82
H -3.7397 0.0961 1.3262 1.26 0.08 -0.74
H 0.7498 3.6081 -0.6757 -0.40 0.38 -0.21
H 1.8284 3.3197 -1.9904 0.32 0.33 -1.00
H 0.3436 2.2878 -1.7846 0.48 0.13 -0.13
H 3.2564 1.1638 -2.0692 0.09 0.36 1.20
H 2.1300 0.1410 -1.4842 -1.37 -1.42 -0.19
H 3.5544 0.2763 -0.4699 -0.92 0.97 -0.62
H -1.1605 -1.3802 2.1271 -0.07 -0.55 0.71
H -1.0927 -3.0936 2.6084 -0.93 -1.41 -0.42
H -0.0085 -2.0608 3.3734 -0.28 0.38 -0.63
H 1.0933 -3.5294 -0.2415 -0.13 0.47 -1.10
H -0.0012 -1.9799 -0.7208 0.55 -1.36 -0.28
H -0.6315 -3.5013 0.0279 -0.93 -0.50 -0.42
H 2.6575 2.5328 0.1951 1.75 1.81 1.26
H 1.5591 -2.4138 1.5865 -0.69 0.41 0.11
H 0.8715 1.7533 2.3351 -0.54 -0.31 -1.08
```
Forces are in eV/Å.

Molar mass in g mol⁻¹: 194.35
2S+1: 1
Energy above the lowest of the compared OMol25 structures with the same formula, charge and spin in eV: 4.6518
Electronic energy in eV: -21514.7143
HOMO energy (alpha / beta) in eV: -7.36 / -6.55
HOMO-LUMO gap (alpha / beta) in hartree: 0.256 / 0.264
LUMO (alpha / beta) in eV: -0.38 / 0.63



(6)
Here is C10H18N4O5 in the gas phase in a non-equilibrium geometry from the OMol25 dataset. Energies are from ωB97M-V with the def2-TZVPD basis set.

Geometry as XYZ:
```
37
Properties=species:S:1:pos:R:3:forces:R:3
N 5.7757 -0.2574 -0.4430 0.02 0.32 -0.18
C 4.6377 -0.7273 0.1377 -0.09 0.48 -0.30
O 4.5902 -1.8026 0.6905 0.00 -0.27 0.22
C 3.4500 0.2201 0.0460 -0.10 -0.37 0.73
C 2.1470 -0.5099 0.3122 -0.13 -0.45 0.08
C 0.9249 0.4093 0.4285 -0.22 -0.07 -0.42
N -0.1987 -0.4176 0.8532 -0.32 0.27 0.09
C -1.4644 -0.1441 1.2962 0.10 0.10 0.01
O -2.1529 -1.0383 1.7751 0.19 0.17 -0.16
C -2.1022 1.2420 1.1351 -0.29 -0.21 -0.43
N -1.1356 2.3252 1.0610 -0.24 1.11 0.34
C -2.9781 1.2627 -0.1388 0.26 0.19 -0.52
C -3.9248 0.0822 -0.3076 -0.18 0.22 -0.59
C -3.2466 -1.1835 -0.8075 -0.12 0.00 0.18
N -3.9657 -2.3260 -0.6447 -0.29 0.45 0.36
O -2.1694 -1.1779 -1.3922 -0.25 -0.07 0.13
C 0.7149 1.1474 -0.9052 0.13 -0.25 0.05
O 1.4138 2.0821 -1.1903 0.09 0.22 0.01
O -0.1732 0.6637 -1.7705 -0.46 -0.86 0.69
H 6.5934 -0.8332 -0.4285 0.16 -0.21 0.03
H 5.7926 0.5656 -1.0264 -0.14 -0.16 0.21
H 3.4210 0.7065 -0.8993 0.07 0.38 -0.90
H 3.5789 1.0288 0.7706 0.11 -0.07 0.11
H 1.9582 -1.2479 -0.4854 0.09 0.14 0.22
H 2.2571 -1.0797 1.2497 -0.10 0.18 -0.29
H 1.1291 1.1870 1.1432 0.08 0.29 0.30
H 0.0183 -1.3861 0.9957 0.07 -0.37 0.04
H -2.8023 1.2954 1.9790 0.18 0.10 0.07
H -0.8512 2.6157 2.0043 -0.08 -0.16 -0.56
H -1.5178 3.1782 0.6007 0.29 -1.08 0.44
H -2.3259 1.3239 -1.0343 -0.36 0.10 0.52
H -3.5865 2.1829 -0.1028 0.29 -0.24 0.01
H -4.6855 0.3385 -1.0805 0.41 -0.14 0.46
H -4.4525 -0.1126 0.6191 -0.16 -0.17 0.15
H -3.4804 -3.1685 -0.8677 0.16 -0.45 -0.08
H -4.6821 -2.3803 0.0768 0.43 0.12 -0.43
H -0.7124 -0.0924 -1.3798 0.38 0.74 -0.57
```
Forces are in eV/Å.

Molar mass in g mol⁻¹: 274.28
2S+1: 1
Energy above the lowest of the compared OMol25 structures with the same formula, charge and spin in eV: 0.0020
Electronic energy in eV: -26862.6094
HOMO energy in eV: -9.55
HOMO-LUMO gap in hartree: 0.377
LUMO in eV: 0.70



(7)
Here is C10H18N4O5 in the gas phase in a non-equilibrium geometry from the OMol25 dataset. Energies are from ωB97M-V with the def2-TZVPD basis set.

Geometry as XYZ:
```
37
Properties=species:S:1:pos:R:3:forces:R:3
N 1.0726 -3.6209 1.4716 -0.96 0.25 -2.45
C -0.1866 -3.2538 1.8010 -1.66 -0.78 0.29
O -0.5274 -3.4969 2.9282 -1.52 0.60 0.75
C -1.0765 -2.6669 0.6654 -1.88 -0.01 -0.13
C -2.1072 -1.4351 1.1177 1.44 -0.58 1.44
C -1.3023 -0.2236 1.7774 0.76 -0.72 -0.44
N -0.1876 0.2554 0.9330 0.58 -0.41 2.26
C -0.1165 1.3460 0.1743 -2.33 3.63 -4.05
O -1.0626 2.0322 -0.3636 2.66 -2.94 2.41
C 1.3339 1.7493 -0.2881 0.08 -0.57 0.78
N 2.3941 1.2295 0.6344 -0.92 -1.18 -0.06
C 1.6420 1.2618 -1.7400 1.40 -0.71 -0.93
C 0.5634 1.3219 -2.8315 -1.54 -0.83 -0.13
C 0.0247 2.7010 -3.1549 0.12 -1.17 -2.29
N -0.6165 2.5826 -4.4241 -0.14 2.64 2.58
O 0.1328 3.6971 -2.4935 -0.17 0.04 -0.35
C -0.6888 -0.5940 3.1465 -1.04 -1.08 0.47
O 0.4647 -0.6810 3.4461 -0.15 0.33 -0.48
O -1.6767 -0.9212 4.0400 1.18 0.54 -0.16
H 1.2364 -3.2056 0.5795 1.47 0.11 -0.38
H 1.6183 -3.3681 2.2372 1.83 0.12 1.12
H -0.3726 -2.3552 -0.1357 -0.82 0.24 0.32
H -1.7439 -3.5148 0.2036 1.29 1.48 1.03
H -2.8667 -1.7755 1.9617 1.42 0.35 -2.22
H -2.5745 -0.9682 0.2264 -0.03 -0.76 0.55
H -2.0048 0.5537 2.0547 -0.27 0.53 -0.58
H 0.6710 0.3386 1.5131 -0.39 -0.87 -0.15
H 1.2933 2.8564 -0.2046 0.25 -0.74 -0.44
H 2.3746 0.1725 0.5862 0.62 1.76 -0.07
H 3.3510 1.5996 0.5213 -1.03 -0.34 -0.22
H 2.1528 0.2033 -1.7952 -1.22 1.77 0.65
H 2.4924 1.9377 -2.0160 -0.67 -0.49 -0.20
H 0.7164 0.7678 -3.8089 1.04 0.75 1.14
H -0.4070 0.7900 -2.6145 0.89 0.30 0.85
H -0.4787 1.8435 -5.0267 0.46 -1.72 -0.98
H -1.0472 3.3824 -4.8341 -0.16 0.50 0.01
H -2.4902 -0.5414 3.7122 -0.59 -0.05 0.03
```
Forces are in eV/Å.

Molar mass in g mol⁻¹: 274.28
2S+1: 1
Energy above the lowest of the compared OMol25 structures with the same formula, charge and spin in eV: 3.1591
Electronic energy in eV: -26859.4523
HOMO energy in eV: -9.35
HOMO-LUMO gap in hartree: 0.358
LUMO in eV: 0.40



(8)
Here is a molecular structure, C10H18O in a non-equilibrium geometry from the OMol25 dataset. Energies are from ωB97M-V with the def2-TZVPD basis set.

Geometry as XYZ:
```
29
Properties=species:S:1:pos:R:3:forces:R:3
C 3.9503 -0.0209 0.0892 3.47 -1.14 -4.24
C 2.5570 -0.0801 0.0687 -3.07 5.33 0.60
C 1.8862 -1.1130 0.1563 -5.45 -9.56 0.64
C 0.2871 -1.3370 0.2068 7.82 5.26 -9.36
C -0.4278 -0.1862 -0.3690 -1.72 5.27 3.14
C 0.2011 1.0733 0.5219 -1.66 2.47 -3.92
C 1.6116 1.1275 0.1593 4.53 4.08 -6.23
H 2.2216 2.0120 0.4694 -0.78 -0.60 0.82
H 1.6711 1.6310 -1.1399 -0.25 -1.57 3.11
H 0.2731 0.9587 1.5414 -1.26 -0.73 2.57
H -0.3124 2.2992 0.2787 1.56 -4.15 0.82
H -0.4196 0.1855 -1.4005 0.77 -0.82 -0.04
C -1.9619 -0.1869 -0.0575 3.62 12.92 5.40
C -2.6184 -1.1947 -0.4549 -7.19 -14.25 -4.09
H -2.4151 -1.4246 -1.6734 -0.62 0.65 3.22
H -3.7896 -1.2428 -0.2543 2.50 0.46 -0.62
H -2.2691 -2.3253 0.1041 -0.74 3.10 -1.61
C -2.6861 1.1499 -0.5302 2.34 2.13 -0.46
H -2.2134 2.2315 -0.2065 -1.53 -3.07 0.20
H -2.4442 1.2784 -1.5539 0.30 -0.27 -1.70
H -3.7727 1.1325 -0.5759 0.05 -0.16 0.93
O -2.3740 0.2155 1.5970 1.42 -1.77 -3.18
H -1.8996 -0.5345 1.9510 0.04 -0.35 1.07
H -0.1399 -2.0888 -0.2274 -0.93 -5.44 -3.13
H -0.0639 -1.3810 1.0200 -3.97 -0.58 12.15
H 2.3378 -2.1241 0.2403 0.22 0.67 -0.24
H 4.3358 -1.2058 -0.0086 -0.47 3.57 0.33
H 4.2549 0.6680 -0.9263 -0.20 -1.96 2.86
H 4.2199 0.4825 0.9744 1.19 0.50 0.95
```
Forces are in eV/Å.

Molar mass in g mol⁻¹: 154.25
2S+1: 1
Energy above the lowest of the compared OMol25 structures with the same formula, charge and spin in eV: 9.9602
Electronic energy in eV: -12699.4512
HOMO energy in eV: -9.14
HOMO-LUMO gap in hartree: 0.362
LUMO in eV: 0.71